Record 1
Here is C24H32ClN3O4Tl as an isolated structure at a distorted geometry from the OMol25 dataset. Energies are from the ωB97M-V functional and the def2-TZVPD basis.

Properties
Net charge: -1
Energy relative to the best compared isomer or geometry (same formula, charge and spin) (kcal per mole): 0.00
2S+1: 1
Frontier orbital gap (eV): 4.666
Total energy (eV): -55285.8155

Last column: Löwdin charge in e.
Positions of all 65 atoms, in Å:
Tl1 -2.1000 -0.3310 0.8536  0.59
Cl1 -3.3430 -2.1896 2.1753  -0.16
N1 0.2708 2.3869 0.3928  0.20
N2 -0.3342 -2.2490 0.4193  0.12
C1 -0.3917 2.9528 -0.5608  -0.36
C2 -0.7291 -2.9612 -0.5902  -0.37
C3 1.5982 3.0646 0.4796  -0.55
C4 1.3979 4.3017 -0.4078  -0.08
C5 2.6679 2.1304 -0.0707  -0.03
C6 1.9149 3.4253 1.9163  -0.05
H1 2.4298 1.8114 -1.0957  0.09
H2 2.7470 1.2415 0.5697  0.08
H3 3.6295 2.6556 -0.0915  0.08
H4 1.0861 3.9937 2.3489  0.08
H5 2.8178 4.0451 1.9380  0.08
H6 2.0790 2.5195 2.5111  0.05
C7 0.7270 -2.9867 1.1345  -0.55
C8 0.8576 -4.2668 0.3116  -0.07
C9 0.2729 -3.2508 2.5545  -0.04
C10 2.0102 -2.1865 1.1200  -0.03
H7 2.2595 -1.9330 0.0823  0.09
H8 2.8179 -2.8013 1.5360  0.08
H9 1.9080 -1.2663 1.7120  0.06
H10 -0.6273 -3.8744 2.5391  0.07
H11 0.0342 -2.3024 3.0487  0.06
H12 1.0708 -3.7698 3.0972  0.08
O1 -0.0970 -4.1183 -0.7865  0.01
H13 0.5715 -5.1673 0.8679  0.12
H14 1.8450 -4.4051 -0.1423  0.12
O2 0.1583 4.0416 -1.1338  -0.02
H15 2.1843 4.4682 -1.1566  0.12
H16 1.2342 5.2186 0.1784  0.12
C11 -1.6984 2.4499 -1.0978  -0.10
C12 -1.8051 -2.5548 -1.5404  -0.07
C13 -1.4277 -1.2135 -2.0959  -0.24
H17 -2.7380 -2.5038 -0.9564  0.11
H18 -1.8940 -3.3248 -2.3099  0.12
C14 -1.6419 -0.0586 -1.3722  -0.23
C15 -1.4214 1.2047 -1.8898  -0.23
H19 -2.8932 -0.7540 3.4186  -0.09
C16 -0.8843 1.3086 -3.1974  -0.23
C17 -0.5148 0.1469 -3.8665  -0.03
C18 -0.6688 2.6304 -3.8585  -0.06
C19 -0.7583 -1.1166 -3.3385  -0.23
H20 -0.0253 0.2298 -4.8395  0.10
C20 -0.3223 -2.3407 -4.0797  -0.06
H21 0.3273 -2.0502 -4.9124  0.07
H22 -1.1797 -2.8845 -4.4981  0.08
H23 0.2419 -3.0343 -3.4419  0.08
H24 -1.4967 3.3232 -3.6780  0.07
H25 -0.5780 2.4760 -4.9389  0.07
H26 0.2578 3.1154 -3.5228  0.08
H27 -2.1570 3.2401 -1.7030  0.11
H28 -2.3380 2.2383 -0.2297  0.07
O3 -2.7700 -0.0771 4.1903  0.03
C21 -1.5274 0.2977 4.2305  -0.43
C22 -0.9985 1.0904 5.3825  -0.09
C23 0.4549 1.2479 4.9988  -0.09
C24 0.5711 0.5425 3.6540  -0.45
O4 1.6139 0.4521 3.0006  0.01
N3 -0.6568 0.0135 3.2725  0.10
H29 -1.5184 2.0580 5.4577  0.13
H30 -1.1330 0.5315 6.3202  0.13
H31 0.7321 2.3064 4.8992  0.12
H32 1.1262 0.7667 5.7227  0.12

Record 2
Here is a 14-piece molecular cluster, C46H92O29S5 overall at a distorted geometry from the OMol25 dataset. Energies are from the ωB97M-V functional and the def2-TZVPD basis.

Properties
Net charge: 0
Energy relative to the best compared isomer or geometry (same formula, charge and spin) (kcal per mole): 0.00
2S+1: 1
Frontier orbital gap (eV): 9.032
Total energy (eV): -162737.4613

Last column: Löwdin charge in e.
Positions of all 172 atoms, in Å:
C1 -3.2270 0.7023 2.1193  -0.15
C2 -3.0284 0.1810 3.5642  -0.14
C3 -2.8273 -1.3345 3.3538  -0.22
O1 -3.3451 -1.6721 2.0918  -0.11
C4 -3.8655 -0.5175 1.4722  -0.21
H1 -2.2332 0.9589 1.7476  0.08
H2 -3.8167 1.6176 2.0987  0.11
H3 -3.9629 0.2962 4.1231  0.11
H4 -2.2511 0.6964 4.1246  0.10
H5 -3.3366 -1.8066 4.1983  0.12
H6 -1.7459 -1.4878 3.4520  0.08
H7 -4.9486 -0.4237 1.6215  0.13
H8 -3.6492 -0.5398 0.4013  0.10
C5 -4.5077 -1.8149 -2.5921  -0.16
C6 -3.2087 -2.4639 -3.0034  -0.17
C7 -3.2806 -3.8623 -2.3388  -0.18
O2 -4.6168 -3.9559 -1.8391  -0.15
C8 -5.4312 -3.0605 -2.5729  -0.19
H9 -4.8568 -1.0955 -3.3380  0.10
H10 -4.5428 -1.3452 -1.6104  0.10
H11 -2.3300 -1.9605 -2.6047  0.08
H12 -3.1989 -2.5113 -4.0918  0.12
H13 -2.6374 -3.9601 -1.4651  0.10
H14 -3.0725 -4.6639 -3.0530  0.12
H15 -6.4471 -2.9291 -2.2096  0.12
H16 -5.5263 -3.4969 -3.5804  0.12
C9 0.1816 -3.3965 -3.3075  -0.14
C10 1.0489 -4.5056 -2.7145  -0.15
C11 2.2850 -3.7579 -2.2363  -0.20
O3 2.4296 -2.7189 -3.1955  -0.13
C12 1.1496 -2.2234 -3.5090  -0.20
H17 -0.5111 -3.1146 -2.5131  0.07
H18 -0.3430 -3.7154 -4.2047  0.12
H19 1.3651 -5.2652 -3.4338  0.12
H20 0.4801 -5.0407 -1.9540  0.09
H21 3.1687 -4.3910 -2.1707  0.13
H22 2.0788 -3.4586 -1.1987  0.10
H23 1.0014 -1.8786 -4.5355  0.11
H24 0.9688 -1.3785 -2.8314  0.10
C13 -4.9724 2.9512 -2.5821  -0.17
C14 -6.0074 3.5865 -1.6282  -0.15
C15 -5.9998 2.6388 -0.4454  -0.21
O4 -5.7620 1.3883 -1.0670  -0.13
C16 -4.6706 1.6059 -1.9651  -0.19
H25 -4.0180 3.4801 -2.6733  0.09
H26 -5.2862 2.8942 -3.6253  0.10
H27 -6.9358 3.5729 -2.1978  0.11
H28 -5.7774 4.6140 -1.3413  0.09
H29 -6.9457 2.6820 0.0985  0.12
H30 -5.2685 2.9134 0.3266  0.11
H31 -4.6285 0.8413 -2.7372  0.08
H32 -3.7661 1.6078 -1.3473  0.11
C17 -0.6050 -0.8769 -0.2135  -0.15
C18 0.7855 -0.8735 0.3750  -0.15
C19 0.7530 0.4236 1.1817  -0.16
O5 0.0945 1.2993 0.2805  -0.15
C20 -0.8443 0.6140 -0.5235  -0.18
H33 -1.2530 -1.3695 0.5196  0.10
H34 -0.6875 -1.5040 -1.1051  0.08
H35 1.4929 -0.7439 -0.4528  0.09
H36 1.0372 -1.6740 1.0736  0.10
H37 1.6922 0.8191 1.5614  0.11
H38 0.0988 0.1945 2.0381  0.12
H39 -0.6614 0.8161 -1.5831  0.11
H40 -1.8680 0.9468 -0.3372  0.08
C21 2.4208 2.5884 -3.0134  -0.15
C22 3.4377 1.6413 -3.6458  -0.14
C23 2.8459 1.4021 -5.0635  -0.17
O6 1.6820 2.2229 -5.1667  -0.18
C24 1.7452 3.2703 -4.2053  -0.17
H41 2.8965 3.4029 -2.4605  0.10
H42 1.7761 1.9989 -2.3628  0.11
H43 3.4918 0.7083 -3.0866  0.07
H44 4.4881 1.9238 -3.6971  0.11
H45 2.7042 0.3614 -5.3528  0.11
H46 3.4850 1.8406 -5.8401  0.11
H47 0.7511 3.6480 -3.9773  0.12
H48 2.4032 4.0672 -4.5677  0.12
C25 4.8058 2.2179 4.6218  -0.14
C26 5.1739 0.9671 3.8093  -0.13
C27 4.0791 1.0781 2.7800  -0.23
O7 2.8797 1.3225 3.5243  -0.19
C28 3.2547 2.1265 4.6597  -0.17
H49 5.0713 3.1611 4.1471  0.11
H50 5.2359 2.1673 5.6225  0.11
H51 5.0085 0.0580 4.3844  0.11
H52 6.1425 1.0119 3.3150  0.11
H53 3.8556 0.1540 2.2454  0.10
H54 4.1649 1.9616 2.1357  0.11
H55 2.9059 1.6166 5.5614  0.11
H56 2.8061 3.1176 4.5780  0.10
C29 0.4869 -1.1828 6.1752  -0.15
C30 -0.6766 -2.1665 6.0980  -0.14
C31 -0.4381 -2.8224 4.7370  -0.19
O8 0.0305 -1.7348 3.9222  -0.19
C32 0.6112 -0.7079 4.7152  -0.19
H57 1.4522 -1.5058 6.5592  0.10
H58 0.1317 -0.3602 6.8019  0.11
H59 -1.6530 -1.6981 6.2050  0.11
H60 -0.5621 -2.8700 6.9274  0.12
H61 -1.3650 -3.2044 4.3094  0.10
H62 0.2760 -3.6440 4.8378  0.12
H63 0.1287 0.2729 4.7473  0.12
H64 1.6720 -0.5867 4.5042  0.09
C33 -2.2905 0.9875 -6.2831  -0.17
C34 -0.8982 0.4847 -5.9770  -0.14
C35 -0.9946 0.0833 -4.4680  -0.19
O9 -2.2195 0.5946 -3.9578  -0.15
C36 -2.8389 1.4297 -4.9289  -0.20
H65 -2.9652 0.2002 -6.6331  0.11
H66 -2.3522 1.8058 -7.0016  0.11
H67 -0.2984 1.3940 -6.0569  0.09
H68 -0.4732 -0.2473 -6.6580  0.11
H69 -0.1135 0.3895 -3.9058  0.10
H70 -1.1676 -0.9991 -4.4852  0.10
H71 -2.7042 2.4605 -4.5834  0.12
H72 -3.9141 1.2302 -4.9686  0.11
C37 -2.2503 6.9807 -0.1292  -0.15
C38 -3.5614 6.2106 -0.2465  -0.16
O10 -3.2568 4.8913 -0.7265  -0.21
S1 -1.7433 4.5197 -0.2891  0.64
O11 -0.8742 4.3082 -1.4195  -0.23
O12 -1.7674 3.5445 0.7679  -0.21
O13 -1.3336 5.9690 0.3070  -0.21
H73 -2.3189 7.7495 0.6348  0.14
H74 -1.8927 7.3960 -1.0722  0.14
H75 -4.3169 6.7406 -0.8154  0.14
H76 -3.8417 6.0611 0.7995  0.14
C39 3.0362 -2.8915 3.0915  -0.17
C40 4.0442 -3.9863 2.8719  -0.18
O14 4.3233 -4.5195 4.1542  -0.17
S2 4.1449 -3.3685 5.2657  0.66
O15 5.4236 -2.9761 5.7872  -0.22
O16 3.0824 -3.7225 6.1751  -0.24
O17 3.5764 -2.2357 4.2436  -0.21
H77 2.0512 -3.3225 3.3012  0.11
H78 2.9022 -2.1511 2.3065  0.12
H79 4.9234 -3.4846 2.4521  0.14
H80 3.6974 -4.7358 2.1639  0.12
C41 -1.7711 -6.6626 1.0379  -0.18
C42 -1.6119 -6.1007 2.4604  -0.15
O18 -0.6287 -5.0883 2.4040  -0.19
S3 0.0504 -4.9006 0.9469  0.66
O19 1.4798 -5.0312 0.9510  -0.23
O20 -0.4762 -3.7372 0.3288  -0.21
O21 -0.6317 -6.2750 0.3106  -0.19
H81 -2.6627 -6.2416 0.5620  0.13
H82 -1.9196 -7.7407 1.0365  0.13
H83 -1.2566 -6.8974 3.1147  0.13
H84 -2.5550 -5.7034 2.8273  0.14
C43 1.6681 4.4348 1.6945  -0.14
C44 1.8640 4.8123 0.2001  -0.14
O22 3.2609 5.1134 0.0617  -0.20
S4 3.8888 5.5104 1.4851  0.63
O23 3.5776 6.8675 1.8922  -0.24
O24 5.2452 5.1173 1.5592  -0.21
O25 2.9770 4.4356 2.2795  -0.21
H85 1.1995 3.4547 1.7651  0.12
H86 1.0732 5.1325 2.2824  0.13
H87 1.2247 5.6437 -0.0866  0.11
H88 1.6879 3.9742 -0.4689  0.11
C45 4.0645 -0.9571 -1.0395  -0.21
C46 5.3245 -0.9292 -1.8993  -0.14
O26 5.7167 0.4461 -1.8605  -0.22
S5 5.4280 1.1294 -0.3759  0.67
O27 4.8436 2.4265 -0.4462  -0.20
O28 6.5214 0.9138 0.5376  -0.22
O29 4.3502 -0.0233 -0.0600  -0.22
H89 3.8294 -1.9307 -0.6033  0.13
H90 3.1294 -0.6714 -1.5322  0.10
H91 5.0898 -1.2067 -2.9259  0.13
H92 6.1893 -1.4850 -1.5343  0.13

> Which value of frontier orbital gap does entry 1 give?

4.666 eV

> Number 1 is which compound?

C24H32ClN3O4Tl